Entry 1:
The following is a DFT calculation (ωB97M-V with the def2-TZVPD basis set) of a structure of composition C35H36AlN8OS at a distorted geometry.

Structure (XYZ):
```
82
Properties=species:S:1:pos:R:3:forces:R:3
Al 0.361 0.113 0.183 0.799 -0.620 0.167
C 2.455 3.507 2.361 0.085 -0.043 0.008
C 1.552 2.842 1.539 0.040 -0.083 -0.011
N 1.427 1.516 1.577 -0.128 0.143 0.293
C 2.222 0.847 2.436 0.055 0.389 -0.035
C 3.205 1.520 3.160 -0.141 -0.193 -0.111
N 3.301 2.839 3.128 0.092 0.157 0.044
C 1.853 -0.564 2.609 0.036 -0.328 0.064
C 2.290 -1.363 3.644 0.068 0.094 -0.104
C 1.667 -2.595 3.890 -0.021 0.008 -0.096
C 0.556 -2.915 3.098 -0.012 0.047 -0.077
C 0.186 -2.072 2.072 0.206 -0.069 0.167
N 0.875 -0.958 1.773 0.038 -0.113 0.095
C -1.077 -2.163 1.330 -0.383 -0.077 -0.229
C -1.945 -3.249 1.328 0.263 0.109 0.050
N -3.150 -3.170 0.782 -0.212 0.038 -0.025
C -3.510 -2.017 0.240 0.089 -0.215 0.031
C -2.615 -0.953 0.134 -0.032 0.184 -0.003
N -1.399 -1.030 0.668 -0.106 0.006 0.218
C 2.105 -3.464 4.987 0.029 -0.096 0.115
C 1.180 -4.199 5.728 -0.037 -0.029 -0.006
C 1.649 -5.003 6.759 -0.006 0.200 -0.281
N 2.937 -5.099 7.045 0.192 -0.350 0.463
C 3.828 -4.410 6.350 -0.206 0.140 -0.217
C 3.458 -3.568 5.308 0.061 0.027 -0.008
H 2.506 4.589 2.395 -0.021 -0.003 -0.080
H 0.920 3.388 0.857 -0.053 0.067 0.032
H 3.929 0.997 3.773 -0.080 -0.039 0.037
H 3.065 -1.011 4.311 -0.034 -0.018 0.040
H -0.021 -3.803 3.311 0.005 -0.002 0.002
H -1.666 -4.206 1.753 0.014 0.057 0.073
H -4.516 -1.939 -0.148 0.055 0.021 -0.012
H -2.876 -0.042 -0.385 0.004 -0.013 -0.008
H 0.116 -4.127 5.543 0.006 -0.004 0.012
H 0.970 -5.589 7.367 -0.015 0.032 -0.004
H 4.866 -4.538 6.630 0.004 0.025 -0.034
H 4.218 -3.044 4.741 -0.007 0.008 0.014
N 0.280 -1.447 -1.318 -0.205 0.157 0.032
C 0.917 -1.513 -2.671 0.339 0.027 -0.106
C 2.408 -1.242 -2.603 -0.235 0.168 0.125
C 2.705 0.123 -2.008 0.007 -0.209 -0.223
N 2.364 0.143 -0.552 -0.084 0.261 0.021
H 0.604 -2.266 -0.801 -0.076 -0.080 -0.034
H -0.711 -1.614 -1.473 0.017 -0.093 0.050
H 0.431 -0.775 -3.308 -0.024 -0.056 0.044
H 0.742 -2.498 -3.106 -0.096 0.011 0.033
H 2.821 -1.288 -3.610 0.016 -0.052 0.004
H 2.907 -2.021 -2.016 0.073 -0.012 -0.073
H 2.118 0.891 -2.512 0.007 0.057 0.015
H 3.759 0.365 -2.142 -0.007 0.033 0.087
H 2.842 0.948 -0.157 0.019 -0.016 0.053
H 2.834 -0.662 -0.134 0.034 0.030 0.053
O -0.473 1.434 -0.605 -0.724 0.571 -0.765
S -0.930 2.941 -0.771 0.424 -0.383 -0.135
C 0.234 3.601 -2.037 -0.252 0.133 -0.080
C 0.003 3.241 -3.477 -0.121 -0.131 0.026
C -0.111 4.248 -4.430 -0.009 0.056 0.106
C -0.266 3.926 -5.771 -0.011 -0.015 -0.062
C -0.307 2.599 -6.171 0.017 0.037 -0.006
C -0.214 1.589 -5.221 -0.033 -0.088 0.028
C -0.065 1.908 -3.882 -0.060 0.065 0.019
C -2.531 3.067 -1.671 0.034 -0.068 -0.001
C -3.536 1.969 -1.504 -0.019 -0.060 0.144
C -3.685 1.008 -2.502 0.022 0.038 0.029
C -4.730 0.096 -2.434 -0.010 -0.030 -0.070
C -5.633 0.146 -1.380 0.054 0.052 -0.043
C -5.467 1.083 -0.367 -0.052 -0.015 0.098
C -4.417 1.988 -0.424 0.059 0.070 -0.069
H 1.223 3.287 -1.696 -0.057 -0.009 0.233
H 0.156 4.683 -1.896 0.055 -0.009 0.061
H -0.068 5.290 -4.132 0.000 -0.009 0.007
H -0.357 4.715 -6.506 0.030 0.007 0.010
H -0.414 2.351 -7.218 -0.021 0.005 0.006
H -0.263 0.553 -5.535 -0.005 0.013 0.003
H -0.033 1.130 -3.131 0.030 0.014 -0.017
H -2.291 3.225 -2.718 0.108 -0.013 -0.097
H -2.924 3.993 -1.241 0.139 0.058 -0.021
H -3.015 1.001 -3.353 0.021 0.033 -0.059
H -4.864 -0.627 -3.228 -0.014 0.009 -0.010
H -6.481 -0.527 -1.364 -0.001 -0.015 0.025
H -6.179 1.133 0.447 0.029 -0.001 -0.007
H -4.308 2.742 0.348 -0.066 0.001 -0.017
```
Forces are in eV/Å.

As for the net charge: +3. Its multiplicity is 1. Its HOMO-LUMO gap is 0.233 Eh. For the highest occupied orbital energy, the calculation gives -15.8643 eV. The value obtained for the maximum force is 1.20 eV/Å.

Mulliken atomic charge list, values in e, 2 entries: Al -1.030; C -0.622


Entry 2:
The following is a DFT calculation (ωB97M-V with the def2-TZVPD basis set) of a structure of composition C23H88MnN42O23 at a distorted geometry.

Structure (XYZ):
```
177
Properties=species:S:1:pos:R:3:forces:R:3
Mn -2.478 -0.474 1.213 0.704 0.016 -0.346
O -1.206 1.141 1.655 1.414 -0.782 -0.481
C 0.033 0.673 1.128 -1.694 -0.988 -1.281
C -0.164 -0.028 -0.356 -1.200 1.022 -0.608
O -1.211 -0.999 -0.571 1.184 0.872 1.094
H 0.508 -0.147 1.667 -0.145 -0.333 0.852
H 0.768 1.476 1.165 0.359 0.211 -0.850
H 0.773 -0.326 -0.827 0.911 -0.978 0.767
H -0.388 0.721 -1.115 -0.210 1.306 0.220
C -1.135 1.873 -6.443 5.599 4.408 -0.558
O -0.792 2.779 -7.239 0.390 -0.831 1.285
N -2.143 1.178 -6.657 -6.154 -3.813 -2.409
N -0.464 1.448 -5.350 1.403 -0.230 1.578
H -2.412 1.238 -7.629 -0.711 -0.114 0.354
H -2.376 0.383 -6.079 -0.402 0.104 -0.237
H 0.476 1.719 -5.099 -0.665 0.589 -0.267
H -0.881 0.716 -4.794 0.182 0.338 -0.048
C -4.331 -0.568 3.851 1.313 -0.623 1.023
O -3.365 -0.583 3.106 0.312 -0.528 0.304
N -4.597 -1.510 4.785 -0.355 -0.364 -0.383
N -5.087 0.485 3.926 -1.905 2.847 -0.703
H -3.891 -2.224 4.897 -0.386 0.113 0.445
H -5.188 -1.109 5.499 0.476 -1.075 0.518
H -4.669 1.287 3.476 -0.354 0.260 0.010
H -5.868 0.641 4.548 0.373 -0.164 -0.099
C -0.883 -2.607 3.076 -1.985 0.202 -4.297
O -1.607 -2.176 2.192 -0.959 0.134 -1.664
N -0.651 -1.967 4.142 2.128 2.348 5.802
N -0.270 -3.742 2.919 1.025 -1.969 1.009
H -1.027 -1.091 4.475 -0.384 -0.203 -0.824
H 0.175 -2.276 4.635 -0.126 0.258 0.425
H -0.410 -4.265 2.066 0.328 -0.229 0.045
H 0.239 -3.972 3.760 0.341 -1.093 -0.843
C -1.986 -1.476 -4.487 -2.625 2.303 -1.918
O -2.877 -0.638 -4.614 -1.472 -0.227 -0.155
N -1.808 -2.436 -5.356 -0.485 -1.986 -2.148
N -1.037 -1.367 -3.650 3.751 -0.603 3.157
H -0.950 -2.968 -5.303 -0.483 -0.401 -0.657
H -2.357 -2.300 -6.192 0.394 -0.614 -0.081
H -0.504 -2.221 -3.731 0.789 0.396 1.448
H -1.123 -0.872 -2.774 0.043 -0.392 0.539
C -5.008 1.548 0.535 0.911 -0.877 0.127
O -3.953 0.948 0.798 -0.955 0.687 -0.356
N -6.220 1.056 0.595 -2.338 -4.267 1.422
N -5.131 2.760 0.136 1.145 5.476 -1.558
H -6.239 0.091 0.893 -0.445 0.052 -0.074
H -7.098 1.497 0.359 0.556 -0.032 -0.086
H -4.355 3.345 -0.138 0.045 -0.492 0.263
H -6.039 3.177 -0.010 0.330 -0.206 0.052
C 4.427 -0.926 -5.656 1.787 1.104 -0.984
O 4.269 0.221 -5.960 -1.718 2.746 0.455
N 4.531 -1.372 -4.406 -0.467 -0.311 1.931
N 4.806 -1.751 -6.594 0.632 -3.649 -1.772
H 4.683 -2.347 -4.189 -0.194 0.479 0.263
H 4.489 -0.622 -3.731 0.084 -0.592 0.343
H 5.300 -2.581 -6.297 -0.154 -0.010 -0.683
H 4.778 -1.492 -7.570 0.069 0.070 0.412
C -1.938 1.535 5.893 -2.802 1.565 -0.278
O -2.962 2.159 5.623 -0.597 -0.155 -0.494
N -1.051 1.076 5.061 1.621 -0.845 -3.076
N -1.620 1.230 7.109 0.526 -0.555 3.700
H -0.325 0.509 5.476 0.123 -0.028 -0.677
H -1.341 1.024 4.095 0.664 0.058 -0.476
H -2.322 1.391 7.817 0.781 0.172 0.162
H -0.641 1.007 7.216 -0.197 -0.361 1.301
C 2.083 0.566 6.139 -1.219 -1.704 1.999
O 1.365 -0.046 6.971 -0.110 0.943 -1.035
N 2.219 1.898 6.149 0.220 1.035 0.777
N 2.751 -0.081 5.211 1.878 -1.154 -2.440
H 1.991 2.250 7.068 0.023 0.427 -0.191
H 3.047 2.289 5.723 -0.181 0.198 -0.077
H 2.638 -1.048 4.944 -0.508 -0.028 0.752
H 3.503 0.341 4.685 -0.255 0.416 -0.147
C 0.622 -4.922 -0.554 -2.184 0.800 4.475
O 0.005 -5.135 0.467 -1.712 -1.270 1.272
N 1.436 -5.779 -1.048 3.915 -4.337 -3.012
N 0.711 -3.749 -1.076 -0.292 4.232 -2.451
H 1.490 -5.766 -2.056 0.341 -0.013 0.267
H 1.566 -6.693 -0.638 -0.610 0.193 0.162
H 1.651 -3.394 -1.172 -0.038 0.244 -0.669
H 0.035 -3.055 -0.790 -0.245 0.310 0.433
C 2.290 1.932 -3.307 -1.336 0.164 1.162
O 2.084 2.898 -2.643 -0.018 2.970 3.466
N 2.232 0.695 -2.930 0.323 -5.027 2.140
N 2.405 2.067 -4.558 1.395 0.712 -6.438
H 2.545 -0.046 -3.540 -0.233 0.273 -0.034
H 2.009 0.365 -2.001 -0.216 0.630 -0.012
H 2.370 1.268 -5.176 0.740 0.311 -0.140
H 2.889 2.900 -4.861 -0.518 -0.080 -0.441
C 2.975 -3.865 3.115 0.042 -2.626 -3.570
O 2.320 -3.317 3.905 -3.527 1.736 5.119
N 2.713 -4.997 2.447 -1.848 -2.409 0.508
N 4.006 -3.308 2.622 5.568 3.581 -1.250
H 3.226 -5.303 1.632 -0.291 0.038 0.728
H 1.953 -5.529 2.846 0.082 -0.264 -0.740
H 4.281 -2.479 3.128 0.364 0.030 -0.527
H 4.492 -3.580 1.779 -0.191 0.068 0.437
C -2.472 4.438 2.549 -2.145 1.388 1.472
O -2.929 5.528 2.903 0.470 -0.387 -0.267
N -1.545 4.241 1.648 1.879 0.756 -2.283
N -2.872 3.250 3.029 -1.183 0.032 0.799
H -1.341 5.023 1.042 0.310 -0.715 -0.228
H -1.303 3.266 1.540 0.688 0.026 -0.990
H -3.181 3.322 3.988 0.041 -1.019 0.011
H -2.448 2.464 2.557 -0.171 -0.705 0.882
C -6.814 -0.625 -2.888 -3.484 2.948 -1.672
O -7.822 0.103 -2.936 0.398 -0.961 0.832
N -5.659 -0.290 -2.515 6.182 4.305 3.903
N -6.665 -1.760 -3.473 -2.344 -6.123 -3.009
H -4.830 -0.866 -2.539 -0.381 0.077 -0.075
H -5.481 0.655 -2.206 -0.085 -0.113 0.052
H -5.767 -2.125 -3.757 -0.422 0.249 0.026
H -7.486 -2.077 -3.969 0.298 -0.287 -0.055
C 4.378 0.380 1.363 -1.251 0.814 4.614
O 4.373 0.853 2.515 0.128 -0.566 0.065
N 3.649 -0.656 1.044 -2.197 -2.820 0.484
N 5.073 0.836 0.414 3.108 2.141 -4.705
H 3.473 -1.015 0.116 -0.048 0.077 0.269
H 3.148 -1.011 1.846 -0.435 -0.247 -0.601
H 4.727 0.545 -0.489 0.628 0.543 -0.221
H 5.564 1.716 0.490 -0.234 0.141 0.056
C 2.295 4.128 3.568 -1.212 0.596 -0.107
O 2.410 5.198 4.135 0.127 0.910 0.497
N 1.134 3.526 3.291 -1.884 0.021 0.517
N 3.271 3.425 3.044 2.465 -0.658 -0.428
H 1.106 2.816 2.574 -0.528 0.210 0.392
H 0.312 3.924 3.723 -0.172 -0.365 -0.413
H 3.112 2.432 2.962 0.965 0.137 -0.373
H 4.160 3.901 2.980 0.224 -0.738 -0.122
C 0.793 -5.618 -4.183 -3.235 1.561 -0.402
O -0.271 -5.062 -4.311 -2.410 0.651 -0.568
N 1.856 -4.946 -4.087 5.836 4.021 0.350
N 0.970 -6.868 -4.031 -0.456 -6.281 0.294
H 2.756 -5.398 -4.020 -0.058 0.586 -0.120
H 1.751 -3.941 -4.081 0.464 -0.192 0.087
H 0.162 -7.449 -4.205 0.312 -0.194 0.189
H 1.863 -7.295 -3.829 -0.387 -0.008 -0.278
C 4.281 4.091 -0.396 -1.383 0.410 0.712
O 5.059 4.326 0.517 1.011 -0.085 0.005
N 2.967 3.864 -0.176 0.591 0.003 1.136
N 4.518 4.103 -1.708 1.877 -0.102 -1.250
H 2.426 3.540 -0.965 -0.854 0.050 0.609
H 2.791 4.016 0.807 -1.022 -0.506 -0.253
H 5.471 4.269 -1.998 -0.368 -0.161 -0.257
H 3.781 3.736 -2.294 0.327 0.307 -0.393
C 4.266 -3.334 -1.115 -0.878 -0.770 0.415
O 3.273 -2.753 -1.587 1.810 0.494 -0.150
N 5.559 -3.108 -1.289 1.386 2.258 -1.950
N 4.093 -4.380 -0.298 -1.292 -1.300 1.071
H 6.329 -3.498 -0.765 -0.479 0.010 0.007
H 5.756 -2.340 -1.914 0.474 -0.025 0.237
H 4.781 -5.111 -0.196 -0.056 0.154 -0.234
H 3.123 -4.658 -0.341 -0.055 -0.709 0.283
C -3.991 -2.739 -0.317 -0.391 -1.808 0.483
O -3.893 -1.898 0.559 -1.008 0.457 0.144
N -5.047 -3.504 -0.547 -2.576 -0.338 0.868
N -3.020 -3.128 -1.094 3.733 1.791 -1.716
H -5.601 -3.667 0.281 -0.617 -0.322 -0.728
H -5.041 -4.026 -1.412 -0.555 -0.230 0.723
H -2.328 -2.397 -1.017 1.453 -0.186 -0.494
H -2.813 -3.977 -1.600 -0.626 0.231 0.398
C 0.349 8.003 2.792 -1.304 0.641 -0.878
O -0.551 8.831 2.770 -0.062 -0.473 -0.101
N 1.504 8.155 3.391 2.801 -0.042 1.243
N 0.348 6.805 2.113 -1.481 -0.099 -0.884
H 2.088 7.340 3.266 0.603 0.555 0.806
H 1.835 8.975 3.879 -0.442 -0.296 -0.267
H 1.049 6.091 2.256 -0.418 0.133 0.231
H -0.587 6.539 1.840 0.325 -0.148 0.211
C -2.963 2.648 -2.706 0.561 -1.345 2.251
O -3.543 3.300 -3.489 -2.047 2.418 -3.053
N -2.730 1.353 -2.834 -0.073 -2.901 -1.954
N -2.666 3.043 -1.475 1.096 1.927 2.597
H -3.177 0.957 -3.649 0.551 -0.216 0.089
H -2.137 0.734 -2.301 -0.337 0.561 0.437
H -1.948 2.538 -0.976 -0.207 0.266 0.371
H -2.834 4.017 -1.266 0.645 -0.030 -0.099
```
Forces are in eV/Å.

Its multiplicity is 6. As for the expectation value of S²: 8.752. Its HOMO-LUMO gap (alpha / beta) is 0.199 / 0.233 Eh. For the highest occupied orbital energy (alpha / beta), the calculation gives -7.0973 / -8.0262 eV. Its energy above the lowest of the compared OMol25 structures with the same formula, charge and spin is 23.2 kcal per mole. The value obtained for the maximum force is 8.48 eV/Å.

Mulliken atomic charge list, values in e, 2 entries: Mn 0.671; O 1.730


Entry 3:
The following is a DFT calculation (ωB97M-V with the def2-TZVPD basis set) of a cluster of 5 separate species, C2H15NO4 in total at a distorted geometry.

Structure (XYZ):
```
22
Properties=species:S:1:pos:R:3:forces:R:3
C 1.940 -0.736 -0.220 0.757 0.202 -0.932
C 0.795 0.126 -0.717 -0.097 -0.569 0.319
N -0.162 0.351 0.384 -0.307 0.644 -1.323
H 1.586 -1.737 0.017 0.063 0.012 0.168
H 2.683 -0.809 -1.023 -0.070 -0.287 0.003
H 2.512 -0.328 0.615 -0.404 0.106 0.254
H 1.120 1.050 -1.201 0.230 0.088 0.144
H 0.264 -0.428 -1.494 0.044 -0.072 -0.062
H 0.165 1.184 0.846 0.189 0.058 0.801
H -0.980 0.742 -0.095 -0.248 -0.206 0.440
H 4.309 1.513 1.051 -0.006 -0.010 -0.037
H 5.274 1.873 2.168 0.041 0.037 0.194
O 5.231 1.722 1.222 -0.041 -0.031 -0.162
H -3.137 -1.443 -0.450 0.242 -0.071 0.101
H -4.580 -0.963 -0.566 -0.023 -0.060 -0.087
O -3.720 -0.887 -0.993 -0.217 0.130 0.125
H -3.268 0.920 -0.571 0.131 -0.146 -0.040
H -3.185 2.410 -0.919 0.054 0.055 -0.005
O -2.799 1.743 -0.344 -0.137 0.037 -0.042
H -1.499 -2.612 1.374 0.301 0.189 0.116
H -0.914 -1.532 0.369 0.029 0.180 0.778
O -1.635 -2.157 0.544 -0.532 -0.284 -0.753
```
Forces are in eV/Å.

The structure (SMILES) is CCN.O.O.O.O. Its multiplicity is 1. Its HOMO-LUMO gap is 0.391 Eh. For the highest occupied orbital energy, the calculation gives -9.9758 eV. Its energy above the lowest of the compared OMol25 structures with the same formula, charge and spin is 10.7 kcal per mole. The value obtained for the maximum force is 1.50 eV/Å.

Mulliken atomic charge list, values in e, 2 entries: C -1.005; C -0.354